Entry 1:
The following is a quantum chemistry calculation of a cluster of 4 separate species, C30H42Br6NO8P in total, from the OMol25 dataset.

XYZ file:
```
88
Properties=species:S:1:pos:R:3
C 2.718 3.598 1.529
C 2.699 3.642 -0.086
C 1.226 3.380 -0.646
O 0.249 3.924 -0.086
O 0.964 2.506 -1.748
C 1.318 3.211 -2.993
C 0.407 2.572 -4.152
C -0.819 1.687 -3.645
C -1.974 2.313 -3.114
P -2.317 4.139 -2.879
C -3.956 4.440 -3.843
O -1.199 5.180 -3.651
C -3.132 1.304 -2.602
O -4.357 1.573 -2.612
C -2.655 -0.124 -2.016
C -3.485 -0.864 -0.924
C -2.952 -2.275 -0.465
C -3.868 -3.038 0.630
C -4.466 -1.985 1.678
O -3.666 -1.421 2.464
O -5.876 -1.701 1.697
C -1.637 -2.899 -1.052
C -0.790 -2.154 -2.152
C 0.522 -2.855 -2.735
C 1.868 -2.010 -2.556
N 2.376 -1.932 -1.143
C 2.510 -3.274 -0.499
C 1.360 -3.340 0.664
C 3.705 -1.260 -1.276
C 3.850 0.356 -1.206
O 4.784 -1.891 -1.492
C -1.343 -0.775 -2.606
C -0.621 0.085 -3.753
O 0.031 -0.405 -4.710
H 2.559 2.534 1.929
H 1.937 4.336 1.928
H 3.754 3.943 1.871
H 3.027 4.690 -0.406
H 3.463 2.874 -0.459
H 2.418 2.958 -3.232
H 1.240 4.349 -2.900
H 0.025 3.350 -4.918
H 1.106 1.884 -4.768
H -4.881 4.292 -3.192
H -3.932 5.486 -4.350
H -3.974 3.639 -4.679
H -1.680 5.910 -4.103
H -4.426 -0.385 -0.499
H -4.768 -3.448 0.027
H -3.350 -3.935 1.104
H -5.943 -0.720 1.655
H -1.319 -3.943 -0.678
H 0.569 -3.922 -2.320
H 0.345 -2.970 -3.873
H 2.749 -2.400 -3.203
H 1.705 -0.923 -2.903
H 2.404 -4.162 -1.213
H 3.504 -3.417 0.067
H 0.861 -4.369 0.617
H 1.882 -3.271 1.684
H 0.637 -2.462 0.596
H 3.359 0.734 -2.183
H 4.965 0.653 -1.193
H 3.285 0.724 -0.277
Br -3.650 7.494 -4.600
C -3.266 8.419 -2.926
C -4.362 8.194 -1.914
Br -5.925 9.289 -2.311
H -3.112 9.469 -3.171
H -2.325 7.991 -2.574
H -4.038 8.510 -0.921
H -4.702 7.160 -1.868
Br 2.415 -5.949 4.172
C 1.791 -4.708 5.540
C 0.734 -3.780 4.995
Br 1.523 -2.377 3.896
H 2.669 -4.186 5.920
H 1.379 -5.338 6.329
H 0.228 -3.255 5.806
H -0.008 -4.287 4.378
Br 5.040 -5.804 7.658
C 4.187 -7.044 8.896
C 2.689 -6.866 8.904
Br 2.169 -5.288 9.923
H 4.646 -6.885 9.872
H 4.454 -8.038 8.532
H 2.205 -7.703 9.410
H 2.264 -6.755 7.907
```

Calculated values
* maximum force: 4.8 eV/Å
* gap between HOMO and LUMO: 6.9 eV
* SMILES string: CCC(=O)OCCC1=C(P(C)O)C(=O)c2cc(CC(=O)O)cc(CCN(CC)C(C)=O)c2C1=O.BrCCBr.BrCCBr.BrCCBr
* 2S+1: 1
* energy: -17610.10861 a.u.

---

Entry 2:
The following is a quantum chemistry calculation of a structure of composition C30H42Cl4KN3O6SSeSi2, from the OMol25 dataset.

XYZ file:
```
90
Properties=species:S:1:pos:R:3
K -1.196 0.078 -0.318
O -4.825 1.380 -1.998
Cl -3.720 0.487 -1.816
O -3.824 -0.628 -2.701
O -3.692 0.021 -0.442
O -2.476 1.198 -2.066
C -0.034 -1.233 -2.715
Si 1.487 -2.132 -2.554
C 1.779 -2.727 -0.749
N 1.391 -1.780 0.294
C 2.102 -0.502 0.332
C 3.334 -0.477 1.271
C 3.782 -1.881 1.665
C 2.631 -2.668 2.302
C 1.280 -2.328 1.631
C 1.908 -3.797 -3.477
C 1.220 -4.968 -3.142
C 1.433 -6.170 -3.799
C 2.351 -6.240 -4.839
C 3.038 -5.093 -5.208
C 2.815 -3.899 -4.535
C 2.986 -1.043 -3.049
C 2.787 0.252 -3.527
C 3.852 1.081 -3.847
C 5.156 0.637 -3.683
C 5.383 -0.645 -3.204
C 4.307 -1.468 -2.900
H -0.927 -1.813 -2.454
H -0.229 -0.652 -3.616
H 2.829 -3.076 -0.698
H 1.182 -3.631 -0.597
H 1.400 0.266 0.673
H 2.388 -0.244 -0.682
H 3.089 0.083 2.183
H 4.158 0.060 0.791
H 4.628 -1.829 2.358
H 4.146 -2.406 0.779
H 2.567 -2.418 3.366
H 2.841 -3.741 2.246
H 0.752 -1.585 2.236
H 0.639 -3.215 1.589
H 0.474 -4.942 -2.353
H 0.877 -7.053 -3.503
H 2.522 -7.176 -5.359
H 3.751 -5.125 -6.026
H 3.367 -3.019 -4.850
H 1.767 0.609 -3.622
H 3.663 2.084 -4.215
H 5.990 1.288 -3.920
H 6.397 -1.003 -3.065
H 4.501 -2.472 -2.532
C -3.751 5.913 -1.609
C -3.028 4.606 -1.908
C -1.921 4.293 -0.902
S -2.558 3.408 0.552
O -3.827 4.072 0.976
C -1.272 3.918 1.719
C -1.408 5.341 2.256
C -2.339 5.419 3.461
H -4.541 6.093 -2.341
H -3.061 6.763 -1.648
H -4.199 5.882 -0.618
H -2.567 4.652 -2.899
H -3.730 3.774 -1.946
H -1.398 5.203 -0.590
H -1.194 3.603 -1.336
H -0.324 3.750 1.200
H -1.303 3.190 2.531
H -1.757 6.013 1.467
H -0.411 5.689 2.544
H -3.328 5.051 3.199
H -2.431 6.446 3.823
H -1.951 4.808 4.279
Se -2.902 0.444 2.882
C -3.780 -0.842 3.956
C -5.108 -0.641 4.341
C -5.722 -1.587 5.138
N -5.134 -2.701 5.576
C -3.872 -2.880 5.194
C -3.151 -2.006 4.397
H -5.665 0.234 4.029
H -6.755 -1.437 5.440
H -3.388 -3.787 5.546
H -2.126 -2.223 4.133
O -1.329 -0.461 2.797
N -0.306 0.489 2.278
Cl 1.500 -0.415 4.765
Si 0.520 1.040 3.612
Cl -0.500 2.107 5.104
Cl 1.992 2.330 2.945
```

Calculated values
* maximum force: 1.7 eV/Å
* gap between HOMO and LUMO: 5.3 eV
* energy above the lowest of the compared OMol25 structures with the same formula, charge and spin: 347.4 kJ/mol
* total charge: -2
* 2S+1: 1
* energy: -7603.29645 a.u.

---

Entry 3:
The following is a quantum chemistry calculation of a structure of composition C30H42GaN2S2, from the OMol25 dataset.

XYZ file:
```
77
Properties=species:S:1:pos:R:3
Ga 0.351 0.133 0.056
C 4.457 2.098 -0.460
C 3.169 1.519 0.073
S 2.542 0.100 -0.747
C 2.528 2.104 1.106
C 3.066 3.350 1.767
S 0.960 1.564 1.707
H 4.901 1.435 -1.200
H 5.188 2.259 0.337
H 4.284 3.067 -0.942
H 4.026 3.164 2.258
H 2.373 3.723 2.519
H 3.228 4.147 1.035
C -3.977 -1.368 -2.865
C -2.921 -0.266 -2.790
C -2.578 0.234 -4.199
C -3.342 0.894 -1.902
C -4.423 1.668 -2.299
C -4.756 2.832 -1.623
C -3.976 3.225 -0.553
C -2.896 2.465 -0.106
C -2.094 2.968 1.071
C -2.960 3.474 2.226
C -1.123 4.059 0.619
C -2.587 1.256 -0.754
N -1.576 0.350 -0.342
C -2.140 -0.909 0.003
C -1.323 -1.977 0.087
N 0.005 -1.719 -0.268
C 0.922 -2.780 -0.392
C 1.449 -3.082 -1.662
C 2.316 -4.159 -1.797
C 2.679 -4.931 -0.705
C 2.185 -4.610 0.548
C 1.318 -3.537 0.724
C 0.888 -3.147 2.123
C 2.103 -2.882 3.017
C -0.031 -4.196 2.754
C 1.021 -2.293 -2.884
C 2.169 -2.013 -3.851
C -0.136 -3.009 -3.586
H -3.601 -2.220 -3.438
H -4.884 -1.007 -3.361
H -4.246 -1.721 -1.870
H -2.012 -0.695 -2.372
H -3.475 0.532 -4.749
H -2.083 -0.556 -4.769
H -1.908 1.095 -4.155
H -4.998 1.367 -3.169
H -5.602 3.431 -1.937
H -4.213 4.146 -0.034
H -1.523 2.121 1.445
H -3.467 4.411 1.980
H -2.331 3.664 3.099
H -3.719 2.741 2.505
H -1.683 4.914 0.225
H -0.459 3.693 -0.164
H -0.502 4.397 1.451
H -3.188 -0.948 0.273
H -1.645 -2.968 0.382
H 2.715 -4.402 -2.776
H 3.353 -5.771 -0.828
H 2.490 -5.193 1.411
H 0.336 -2.211 2.052
H 2.633 -3.808 3.256
H 1.789 -2.425 3.958
H 2.800 -2.203 2.523
H 0.536 -5.094 3.018
H -0.826 -4.496 2.071
H -0.491 -3.810 3.667
H 0.638 -1.336 -2.534
H 2.484 -2.915 -4.383
H 3.028 -1.604 -3.319
H 1.855 -1.285 -4.603
H 0.181 -3.992 -3.949
H -0.492 -2.428 -4.441
H -0.971 -3.154 -2.897
```

Calculated values
* maximum force: 0.9 eV/Å
* gap between HOMO and LUMO: 6.3 eV
* total charge: -1
* 2S+1: 1
* energy: -3999.17344 a.u.

---

- Which formula does entry 2 have?
  C30H42Cl4KN3O6SSeSi2

---

- Among the records above, which one has the lowest gap between HOMO and LUMO?
  C30H42Cl4KN3O6SSeSi2

---

- Among the records above, which one has the highest energy?
  C30H42GaN2S2